1.
Density functional theory data (ωB97M-V with the def2-TZVPD basis set) for 2 unconnected molecules or ions with the total composition H12N2Si4.

Computed properties:
Frontier orbital gap   7.39 eV
E_HOMO   -8.119 eV
Structure (SMILES)   N/[SiH]=[SiH]/[SiH3].N[SiH3]
Charge   0
E_tot   -1274.56183 Ha
Energy relative to the best compared isomer or geometry (same formula, charge and spin)   47.4 kcal per mole

Geometry (Å):
N 0.048 -3.999 0.447
Si 1.154 -2.731 0.937
Si 0.333 -0.584 0.802
Si 1.098 -0.032 -1.373
H 0.131 -5.042 0.415
H -0.888 -3.688 0.535
H 2.209 -3.681 1.392
H 1.580 -0.199 1.651
H 1.816 1.263 -1.142
H 2.097 -0.741 -2.243
H -0.036 0.603 -2.041
N -1.847 1.931 0.631
Si -1.013 3.264 -0.084
H -2.774 1.761 0.175
H -1.353 1.091 1.013
H -0.071 2.600 -0.916
H -1.984 3.901 -1.013
H -0.500 4.282 0.813

2.
Density functional theory data (ωB97M-V with the def2-TZVPD basis set) for a molecular structure, H12Na4O8.

Computed properties:
Frontier orbital gap   5.85 eV
E_HOMO   -7.779 eV
Charge   0
E_tot   -1257.91454 Ha

Geometry (Å):
Na -1.255 -2.960 14.462
Na -1.516 0.256 16.476
Na -3.477 -1.453 15.452
Na -1.367 -2.224 17.015
O -1.438 -1.202 15.416
H -1.420 -0.697 14.580
O -3.138 -3.188 14.205
H -2.892 -2.251 14.082
O 0.431 0.330 16.794
H 0.455 -0.258 16.015
O -1.586 1.407 14.936
H -1.333 0.474 15.076
O -1.489 0.382 13.099
H -0.787 -0.254 13.239
H -1.480 0.926 13.886
O 0.492 -1.963 16.729
H 0.454 -1.045 16.459
H 1.404 -2.216 16.590
O -3.579 -0.176 13.817
H -4.141 -0.658 13.211
H -2.748 -0.084 13.353
O 0.287 -0.335 14.129
H -0.437 -0.722 14.621
H 1.049 -0.863 14.368

3.
Density functional theory data (ωB97M-V with the def2-TZVPD basis set) for a molecular structure, H12NaO10S.

Computed properties:
Frontier orbital gap   4.52 eV
E_HOMO   -2.916 eV
Charge   -1
E_tot   -1320.19085 Ha
Energy relative to the best compared isomer or geometry (same formula, charge and spin)   34.1 kcal per mole

Geometry (Å):
Na 0.300 -0.368 -0.009
S -2.648 -0.039 -0.058
O -1.749 -0.599 -1.068
O -1.748 0.427 0.951
O -3.408 1.086 -0.571
O -3.469 -1.134 0.431
O 1.325 1.588 0.178
H 2.190 1.652 0.583
H 1.251 2.378 -0.357
O -0.274 -2.466 1.388
H -0.059 -3.396 1.461
H -0.609 -2.229 2.253
O -1.016 2.289 -1.445
H -0.419 2.898 -1.881
H -0.726 1.423 -1.732
O 3.078 -1.604 -0.032
H 2.553 -2.274 -0.470
H 3.917 -2.032 0.140
O -0.130 0.257 3.141
H -0.715 0.442 2.407
H -0.282 0.974 3.757
O 0.862 0.141 -2.645
H 0.142 0.424 -3.208
H 1.633 0.162 -3.213

4.
Density functional theory data (ωB97M-V with the def2-TZVPD basis set) for a molecular structure, H12O18S3Zn.

Computed properties:
Frontier orbital gap   3.44 eV
E_HOMO   4.415 eV
Charge   -4
E_tot   -4335.28810 Ha
Energy relative to the best compared isomer or geometry (same formula, charge and spin)   0.0 kcal per mole

Geometry (Å):
Zn 3.970 -9.673 19.222
S 5.524 -9.882 22.329
O 4.439 -9.402 23.261
O 4.874 -10.013 20.957
O 6.624 -8.900 22.295
O 6.013 -11.203 22.773
S 5.907 -7.367 18.062
O 5.349 -8.793 18.088
O 6.494 -7.120 16.730
O 4.685 -6.483 18.285
O 6.873 -7.136 19.127
S 4.836 -13.106 18.939
O 4.385 -11.672 18.609
O 3.850 -13.640 19.930
O 4.682 -13.872 17.667
O 6.192 -13.102 19.452
O 3.248 -7.835 19.853
H 3.727 -7.122 19.312
H 2.723 -7.401 20.525
O 2.599 -9.475 17.477
H 2.078 -8.770 17.092
H 2.263 -10.293 17.030
O 7.422 -10.550 17.802
H 7.264 -11.256 18.447
H 6.565 -10.054 17.798
O 1.885 -11.932 16.915
H 1.610 -12.796 16.604
H 2.747 -12.097 17.441
O 2.305 -10.751 20.137
H 1.349 -10.808 20.165
H 2.650 -11.412 20.762
O 4.843 -11.075 15.703
H 5.019 -10.978 16.664
H 4.031 -11.593 15.701

5.
Density functional theory data (ωB97M-V with the def2-TZVPD basis set) for 6 unconnected molecules or ions with the total composition H12O5S2.

Computed properties:
Frontier orbital gap   8.75 eV
E_HOMO   -8.654 eV
Structure (SMILES)   SS.O.O.O.O.O
Charge   0
E_tot   -1179.75840 Ha
Energy relative to the best compared isomer or geometry (same formula, charge and spin)   11.9 kcal per mole

Geometry (Å):
S -2.267 -1.327 0.123
S -3.343 0.325 0.906
H -1.102 -0.999 0.691
H -2.457 0.561 1.876
O 1.677 -2.547 -0.567
H 1.776 -3.472 -0.772
H 1.048 -2.158 -1.180
O 3.336 -0.483 0.523
H 4.024 -1.014 0.951
H 2.664 -1.166 0.285
O 0.537 -0.437 -1.975
H 0.512 0.506 -1.765
H 0.346 -0.476 -2.908
O 2.242 1.820 1.561
H 2.391 0.982 1.084
H 1.390 1.708 1.989
O 1.437 2.535 -1.092
H 1.940 2.467 -0.263
H 0.707 3.131 -0.870

6.
Density functional theory data (ωB97M-V with the def2-TZVPD basis set) for 6 unconnected molecules or ions with the total composition H12O5S2.

Computed properties:
Frontier orbital gap   9.08 eV
E_HOMO   -8.981 eV
Structure (SMILES)   SS.O.O.O.O.O
Charge   0
E_tot   -1179.77732 Ha
Energy relative to the best compared isomer or geometry (same formula, charge and spin)   0.0 kcal per mole

Geometry (Å):
S -1.616 -0.917 1.131
S -2.592 -0.030 -0.502
H -2.598 -0.576 1.969
H -1.497 0.567 -0.997
O 0.779 1.239 1.599
H 1.058 0.335 1.391
H -0.079 1.134 2.030
O 3.316 0.998 -0.170
H 2.792 0.191 -0.307
H 4.179 0.797 -0.545
O 1.740 -1.478 0.411
H 1.229 -1.706 -0.382
H 1.706 -2.254 0.979
O 0.650 1.643 -1.151
H 1.605 1.810 -1.135
H 0.407 1.754 -0.210
O 0.516 -1.035 -2.008
H 0.548 -0.090 -1.760
H 0.090 -1.074 -2.870